No. 1
16
Properties=species:S:1:pos:R:3:forces:R:3:nbo_charge:R:1 method="wB97M-V/def2-TZVPD" homo_ha="-0.287 / -0.290" relative_energy_kcal_mol=178.7 homo_lumo_gap_ev="8.180 / 7.944"
H 1.164277 1.610406 -1.436594 0.0010 0.0958 0.0906 0.23
H -3.481617 -1.343174 -1.159632 0.2430 0.2281 0.1107 0.18
H -1.748237 -1.910940 -0.768408 -0.0385 0.2051 -0.0541 0.16
H -0.421152 1.093098 2.169581 -0.0149 -0.1224 0.0422 0.36
N -2.166621 0.127631 -0.630232 0.4863 0.6230 -0.2201 -0.36
C -2.453824 -1.068489 -0.864336 0.4344 -0.1217 0.2279 -0.14
H -0.209257 -0.516035 2.645960 -0.0254 0.0329 -0.1606 0.38
N -0.112377 -0.233178 0.718158 1.3492 -0.1503 0.0144 -0.20
C 0.142641 1.274920 -1.329225 0.1452 0.0604 0.3429 -0.52
N -0.562128 0.112888 1.937877 -0.1237 0.3833 -0.0703 -0.57
H -0.597659 1.554395 -2.070462 0.1090 -0.1268 0.1055 0.24
C -0.235005 0.576218 -0.284998 -3.2639 -1.0191 -1.0553 0.36
H 2.394694 -1.059711 -0.528050 -0.1080 0.1346 0.2839 0.18
C 2.674407 -0.329910 0.253261 -0.2606 -0.1213 0.0207 -0.17
H 3.753946 -0.288195 0.486296 -0.2865 0.2247 -0.0687 0.19
N 1.857912 0.400076 0.860804 1.3531 -0.3263 0.3903 -0.32

No. 2
16
Properties=species:S:1:pos:R:3:forces:R:3:nbo_charge:R:1 method="wB97M-V/def2-TZVPD" homo_ha=-0.360 relative_energy_kcal_mol=31.4 homo_lumo_gap_ev=9.596
O 3.061913 2.058713 -0.582449 -0.1661 -0.1516 -0.2972 -0.46
C -1.184253 -0.214356 -0.166810 -1.4383 -0.6450 0.0618 -0.25
C 0.752627 1.159168 -0.763740 1.6126 2.0432 -0.3074 0.56
O 0.249515 2.123161 -1.303787 0.1185 -0.5658 0.0193 -0.56
N 0.184529 0.185476 -0.110204 0.7157 -4.3729 1.1032 -0.41
C 2.332031 1.128534 -0.471502 -0.8532 0.5805 -0.0182 0.34
H -1.811847 -0.712427 1.857794 -0.8081 2.0240 -0.8153 0.20
Cl 0.925221 -2.452792 1.184608 -0.1827 0.5026 -0.5559 0.11
H -1.879888 1.114188 1.350413 0.2868 1.2621 0.8344 0.22
Cl 1.298197 -1.835181 -1.678047 -0.1354 -0.6730 -0.0323 0.07
C 1.347687 -1.288457 -0.034422 -1.0945 3.8573 -0.0329 -0.16
C -2.063364 0.120210 1.077203 3.1944 -3.8784 0.5001 -0.59
H -1.204225 -1.278294 -0.493968 -0.1278 0.3853 0.7538 0.20
H -3.014257 0.017067 0.680379 -2.1966 -0.2638 -0.0517 0.21
H -1.833256 0.226662 -0.901000 0.9039 0.8809 -1.3457 0.22
S 2.839368 -0.351678 0.355528 0.1708 -0.9854 0.1839 0.30

No. 3
139
Properties=species:S:1:pos:R:3:forces:R:3:mulliken_charge:R:1 method="wB97M-V/def2-TZVPD" homo_ha=-0.493 charge=+4 homo_lumo_gap_ev=3.626
H 1.351159 2.392944 -0.149367 0.1987 -0.3052 1.3008 -0.12
H -0.540980 3.601184 3.017495 0.5441 -0.1076 -0.6440 -0.06
C 2.721232 -5.382199 5.424753 0.6619 1.1566 -1.0397 -0.71
C -1.996474 5.201356 -1.811695 1.2632 -1.3888 1.1097 0.26
O 3.109930 -4.090210 4.859133 -0.2774 -0.5240 0.2860 -0.44
H 3.021543 -4.615049 2.823432 0.0460 -0.3746 0.1158 0.34
H -1.162639 -3.205462 -3.279540 0.0882 -0.0813 -0.1028 0.34
O -4.278727 -5.698709 -2.245247 -0.8215 -1.2964 -0.1233 -0.42
H -1.400636 -3.075933 -1.572760 -0.0092 0.0180 0.2365 0.14
C -0.241417 0.822233 1.213903 0.7898 -0.3867 -1.1509 -1.17
C 1.986122 4.957223 -3.004048 -2.1844 0.2942 -1.7492 0.45
O 3.864319 -3.581526 0.595958 0.0493 -0.4156 0.0947 -0.33
H 1.396779 -1.613946 4.484317 0.5065 -0.5146 -0.0389 0.44
H 3.334775 -6.375658 -0.924704 -0.7916 0.3315 0.0681 0.39
H -2.442214 -0.471968 -4.571130 1.0362 0.2517 0.1617 0.14
H 0.922992 -2.957035 5.342236 0.0582 0.3223 -0.0074 0.47
H 1.714638 1.399754 -6.017852 -0.1074 -0.3115 -0.1747 0.49
H 5.942507 3.197066 0.480874 0.0194 0.4097 0.6079 0.42
C 4.936294 -6.284738 0.246221 1.2284 -1.0216 0.5378 -0.94
N -4.758215 0.313639 1.353677 0.1820 2.3002 0.1514 0.03
H 1.761839 -5.731143 5.044198 -0.3566 0.2476 0.3756 0.30
H -0.878123 7.037620 0.666134 0.2564 0.0244 -0.9423 0.36
H 2.175875 1.001094 -0.745689 0.9577 -0.6695 0.4311 0.03
C 4.382541 0.558733 -2.028481 -3.2622 -2.1323 -0.4757 0.67
H -3.207188 2.685322 1.596740 0.4401 -0.2845 -0.1459 -0.18
H 4.795523 4.373621 -0.202923 -0.1252 0.7401 0.7914 0.36
C -2.357010 0.547820 -4.956520 -0.4243 0.5442 0.0396 -0.43
H -1.048164 4.256909 -3.251282 -0.1399 -0.7884 -0.5238 0.52
H 0.711863 -4.399114 3.519286 -0.5779 0.2615 0.4557 0.21
O 3.188901 5.338925 -3.529615 -1.5811 -3.4436 8.1204 -0.44
O -3.546925 7.519578 3.364683 0.5706 -0.8559 0.2797 -0.59
H 2.436452 3.642892 3.982615 0.1878 -0.2022 0.0736 0.35
H -2.416099 -6.701230 -3.332258 -0.0058 -0.2833 0.0926 0.38
H -0.629589 0.215213 -6.184464 -0.3997 -0.0608 -0.0175 0.38
O -2.963662 5.860019 -1.816295 0.1874 0.4495 0.2358 -0.44
H 3.405330 -2.738946 -1.842282 0.0858 -0.1690 -0.1261 0.10
H 1.294467 -1.154572 -0.237389 0.1066 0.0134 -0.1975 -0.16
H -2.797921 4.467002 3.288740 -0.5694 1.8094 -0.3198 0.16
H -6.630604 -0.543776 1.630549 -0.0936 0.0009 0.4578 0.39
O 3.716813 -0.113599 -1.132710 0.3551 1.0033 -0.1937 -0.86
O 0.993932 5.075307 -3.822721 1.3835 -0.7751 2.2615 -0.73
N 3.577583 -5.780591 -0.132607 1.2813 0.6166 0.4730 -0.04
H 3.451705 -6.110974 5.082431 0.2443 -0.1612 0.5240 0.32
N -1.058493 0.941977 -5.600825 0.8102 -0.3863 -0.4520 -0.14
H 0.153232 5.047019 -1.333630 0.3346 -0.4010 -0.1049 -0.31
C -1.142313 -3.783856 -2.351873 0.2532 1.1756 -0.4303 -0.84
N -0.668616 5.635686 -1.100670 -1.5696 2.0289 -0.2590 0.56
C 2.537711 4.524336 3.347273 -1.3224 0.4951 1.3962 -1.40
C 0.373393 -0.800193 -0.697184 0.2422 0.6992 0.0444 -1.04
H -5.820468 0.076997 3.134164 0.0810 -0.6338 0.1070 0.31
C 1.227871 -3.456774 3.368723 2.6614 -0.4325 -0.5507 -0.24
H 1.974191 2.201127 -4.502562 0.2333 0.3023 -0.1194 0.17
N 4.333110 3.677385 1.850954 -0.1063 0.9316 -0.4723 -0.13
O 5.312642 1.288650 -2.017364 0.6445 0.5511 0.1838 -0.54
H 1.183784 -3.937935 1.330207 -0.0548 0.2010 -0.0491 0.22
H 3.292024 5.165506 3.794663 0.0157 0.1434 -0.1284 0.52
O -2.999535 0.288408 3.814351 -0.2477 -0.8507 -0.7679 -0.45
H 0.604425 0.532731 1.852002 0.1436 -0.5103 -0.1554 0.12
C 2.794277 -3.832589 3.551904 -1.5976 1.4540 -0.1303 -0.40
H -0.475028 6.503860 -1.617473 0.2411 0.0135 0.1517 0.49
H -2.775725 3.627240 -2.784230 0.3545 -0.6252 -0.6038 0.44
C -0.460173 2.520238 2.848945 -0.5329 -0.0449 -0.3548 -0.35
H -5.141585 -1.378855 2.125062 -0.5729 -0.8970 1.3969 0.39
O -1.206948 -0.240907 5.120848 -0.1008 -0.9342 -0.6777 -0.70
H 1.542613 4.973902 3.364178 0.1704 0.3197 0.2089 0.31
H -1.119430 1.750133 -6.223976 -0.6508 -0.0014 -0.0971 0.42
H -3.212168 0.572259 -5.631908 0.4023 0.5359 -0.4951 0.37
C 0.106369 0.659041 -0.288544 -0.1534 -0.4316 0.3846 1.23
H 1.518598 -2.205244 1.493786 0.1463 0.0161 0.4905 0.30
C -2.135670 -4.877211 -2.356296 -0.1409 -1.4933 0.2881 0.35
C -5.115809 1.909291 1.188589 0.4573 -0.7455 0.6479 0.39
C 3.115924 -3.783454 -1.689865 -0.3237 -0.4149 0.5801 -0.11
C -5.719367 -5.595544 -1.874242 2.1410 0.0058 -0.9784 -0.71
C 0.965001 -3.039277 1.921793 -0.8589 -0.4441 0.6245 -1.11
H 3.005623 -5.890634 0.706063 -0.3646 -0.5201 -0.2921 0.42
H -1.783599 -5.579340 -4.348229 0.0830 0.0021 0.0332 0.37
C -1.976671 -0.696893 4.271894 -0.1678 0.6721 -0.5273 0.73
H -3.738205 -4.194565 -3.573703 -0.4252 0.0227 -0.2459 0.38
C 2.780375 4.108695 1.999495 2.9843 -0.2989 0.6023 0.50
H -3.811665 -3.699264 -1.893213 -0.3178 0.0615 0.2781 0.41
H 1.002651 2.972474 -5.784502 -0.4080 0.1473 0.2379 0.43
O 1.879580 4.507124 -1.750926 0.7204 1.0361 -3.3152 -0.57
H -5.637297 -5.340332 -0.829422 -0.9904 0.1533 0.2433 0.30
N 1.279715 1.494443 -0.637823 0.0988 1.7779 -1.3869 1.34
H 2.027722 -3.856983 -1.603839 -0.2081 0.2923 -0.0445 -0.45
C 4.905459 3.537622 0.481027 0.0293 -1.5220 -1.6369 -0.70
H -4.693309 -0.060497 0.413295 0.3825 -0.2193 0.1106 0.35
H 0.439716 2.049820 3.225659 0.1865 0.1995 0.7514 0.34
H 4.873736 4.412553 2.309545 0.0483 -0.1600 0.3306 0.42
H 3.359721 -4.493284 -2.478484 0.4726 0.2601 -0.1057 0.47
H 3.385141 -2.951058 3.274912 -0.0606 -0.1072 -0.1565 0.37
O 3.702809 0.353569 -3.352908 0.5712 0.6095 0.0992 -0.57
H -3.172102 1.088282 4.358980 0.8452 -1.0875 0.2592 0.27
H -1.425934 5.479498 1.010444 -0.2389 -0.4062 -0.6387 0.05
C -1.756113 3.875807 -2.492974 -0.4575 1.6320 0.1754 -0.49
C -3.985200 2.762829 0.846480 0.3981 1.0499 -0.7290 -0.27
H -3.675063 2.584961 -0.180336 0.5705 -0.5568 -0.0228 0.19
H -3.900250 0.281009 1.912965 0.7389 -0.0695 -0.2796 0.04
H -1.049070 0.102644 1.369553 -0.4387 0.2561 0.5730 -0.08
C -3.617087 -4.554272 -2.544171 1.3372 0.9325 -0.2753 -0.68
H -2.083368 -5.445205 -1.429244 0.0156 0.0392 0.1911 0.28
O -3.136100 5.268353 2.793078 0.2790 -1.6214 -0.8208 -0.54
H -1.241293 3.149865 -1.869356 -0.1258 0.0254 0.1565 -0.21
H 3.585060 5.676691 -4.242088 0.7659 2.1147 -4.8967 0.31
H 0.299625 5.655253 0.673745 -0.0214 0.4214 0.3782 0.24
C -0.690590 5.998093 0.379084 0.2519 -0.7077 0.8084 -0.48
O -6.199546 2.177416 1.475476 -1.8174 0.1945 0.2287 -0.34
H -0.693696 1.026843 -0.934892 -0.2469 0.1109 0.4700 -0.38
H 5.648481 -6.344027 -0.571845 -0.4367 0.3302 -0.5631 0.38
H -2.507023 1.303784 -4.185590 -0.1871 -0.3528 0.1242 0.11
H 5.443300 -5.704807 1.017146 -0.6367 0.1374 0.1342 0.35
C 0.169886 1.383843 -4.599644 -2.2010 -0.2169 -1.4817 0.34
C -5.701084 -0.461032 2.196496 -0.3003 0.3034 -1.6631 -0.85
H -0.073943 -2.082321 4.362507 -2.0489 -0.0413 -0.2840 -0.13
H 4.444420 2.748425 -0.118752 -0.4513 -0.2183 0.6130 0.03
O -2.396830 6.076507 4.759903 0.2474 0.7583 0.6497 -0.65
H -6.125774 -6.568958 -2.105910 -0.1911 -0.1298 0.3856 0.28
O 2.130872 3.964483 1.064790 -1.7836 -0.4338 -2.1134 -0.20
N 0.846685 -2.480639 4.437161 0.9490 -0.2024 0.0864 0.20
H 3.001543 -0.313871 -3.301331 0.5704 0.1899 0.6551 0.29
H -0.114686 -4.107511 -2.173890 -0.1286 -0.1396 -0.0243 -0.01
O -0.478200 2.158557 1.447045 -0.8622 1.1645 0.0624 0.98
H 2.760064 -5.104932 6.467737 -0.1999 -0.9958 0.3729 0.31
H 0.480363 -0.798176 -1.781558 0.1304 -0.3079 -0.0324 0.49
H -0.786143 -6.271023 -3.211606 -0.1429 -0.2585 -0.1249 0.33
H -6.128080 -4.870472 -2.564358 -0.5630 0.3563 0.3509 0.33
H -0.435134 -1.469810 -0.407866 -0.1407 0.2328 0.0864 0.38
H 4.391273 2.833329 2.421390 0.5155 -0.0919 -0.1879 0.39
C 1.226692 2.032856 -5.278359 2.2089 0.5940 -0.4065 -1.09
H -1.345935 2.160889 3.364263 0.0821 -0.6361 0.0402 -0.20
O -1.996408 -1.804231 3.633691 0.2047 2.1277 0.8139 -0.82
H -0.112743 -2.872676 1.872276 -0.0294 0.2766 -0.3955 0.51
N -1.733531 -5.941237 -3.391356 -0.5201 0.5554 0.0145 -0.23
O -0.060116 1.119764 -3.500065 -0.0514 -0.5687 2.5000 -0.15
C 3.575238 -4.232120 -0.338015 0.1116 0.4836 -1.0006 0.34
H -4.243542 3.829478 0.820932 -0.4701 -0.2295 0.5358 0.45
H 1.209716 1.997777 -1.537027 -0.3463 -0.7207 -0.5445 -0.25
H 4.786351 -7.318080 0.566291 0.1042 0.1715 0.2403 0.44
C -3.018852 6.531682 3.817361 -0.0241 -0.7400 -0.3832 0.67